Formula: C26H16BiClF5N3O4SSe
Source: OMol25
Level of theory: the ωB97M-V functional and the def2-TZVPD basis

```
58
Properties=species:S:1:pos:R:3:forces:R:3:mulliken_charge:R:1
Bi -0.087373 0.351582 -0.696233 -1.481 0.026 1.845 1.64
C 0.641935 -4.127474 0.279663 0.081 -0.541 0.457 -1.57
C 0.318549 -2.687626 0.514594 -0.237 1.737 0.535 1.11
O 0.073774 -1.977615 -0.559620 0.304 -0.471 1.371 -0.59
C 0.311692 -2.246066 1.857161 0.976 -1.181 -0.106 -0.97
C -0.099171 -1.013610 2.392901 -1.217 3.061 -1.475 0.86
C 0.185300 -0.535894 3.798442 0.218 -1.600 0.322 -1.51
N -0.782710 -0.113734 1.639761 1.793 -2.363 -0.286 0.25
N -1.543664 0.770544 2.318510 -1.105 1.509 -0.898 -0.68
C -2.068777 1.673270 1.477366 0.813 -0.531 3.094 0.18
O -1.736843 1.887622 0.298228 0.500 -0.402 -1.897 -0.71
C -3.151184 2.523452 2.062956 1.003 0.807 -0.527 0.05
C -3.731066 2.370528 3.301135 -0.068 -1.275 1.267 -0.01
C -4.986044 2.891999 3.535515 -0.577 1.329 -0.713 -0.54
C -5.546231 3.790632 2.616597 0.547 -0.349 -0.593 -0.25
C -4.811935 4.163267 1.475710 -0.794 0.598 1.164 -0.61
C -3.588878 3.585571 1.274110 0.098 -0.256 -1.079 -0.42
H 1.405118 -4.457442 1.017414 -0.509 0.047 -0.481 0.37
H 1.022986 -4.248831 -0.733322 -0.104 -0.159 0.019 0.36
H -0.288031 -4.715345 0.437179 0.591 0.137 -0.263 0.28
H 0.708297 -2.928634 2.655626 -0.287 0.446 -1.140 0.08
H 0.530496 0.488309 3.785006 -0.139 0.198 -0.156 0.33
H 0.978054 -1.148978 4.267536 -0.334 0.133 -0.288 0.43
H -0.719482 -0.629746 4.399070 -0.042 0.212 0.129 0.37
H -3.250942 1.803966 4.120777 -0.265 -0.146 -0.977 0.36
H -5.566353 2.627856 4.399228 0.074 -0.024 0.493 0.35
H -6.523072 4.208648 2.754063 -0.452 0.062 0.230 0.37
H -5.188140 4.940539 0.802902 0.138 -0.277 0.240 0.33
H -2.979430 3.913556 0.436311 -0.081 -0.452 -0.035 0.41
F -1.775728 -2.319854 -7.229083 0.040 0.318 0.073 -0.33
C -1.965876 -1.896849 -5.952498 0.308 -0.177 -1.147 0.71
C -0.922865 -1.274152 -5.270007 0.648 -0.505 -0.037 -0.51
F 0.285153 -1.052460 -5.863502 -1.004 -0.342 0.139 -0.30
C -1.053966 -1.042688 -3.921890 0.968 -0.120 0.530 0.20
F 0.108444 -0.731893 -3.234846 -1.294 0.138 -0.862 -0.19
C -2.256545 -1.209193 -3.232086 -0.790 -0.155 -0.514 0.64
S -2.579188 -0.555409 -1.669460 -0.118 -0.143 0.143 -0.60
C -3.289077 -1.832714 -3.988034 -0.688 -0.117 0.447 0.21
F -4.490238 -2.084314 -3.333856 1.385 0.311 -1.158 -0.32
C -3.170179 -2.182029 -5.347723 -0.659 0.479 1.672 -0.01
F -4.231538 -2.706036 -6.026275 0.998 0.226 0.367 -0.31
Cl 8.557582 -0.467431 -1.043002 0.743 -0.263 -0.234 -0.26
C 6.938597 -0.369019 -0.476380 -0.361 -0.125 1.109 0.38
C 6.676851 -0.425027 0.886007 1.195 0.237 0.459 -0.40
C 5.408654 -0.210814 1.353442 -2.156 -0.201 -0.736 -0.52
C 4.335212 0.007339 0.436472 0.929 -0.019 -0.807 0.21
C 4.642507 0.062188 -0.960310 -0.968 0.290 1.872 -0.46
C 5.921425 -0.176725 -1.371702 0.722 -0.248 -0.738 -0.47
C 2.886314 0.139765 0.924453 0.476 0.379 -0.340 0.08
O 2.708057 0.236915 2.125731 -0.277 -0.127 0.089 -0.65
O 2.025229 0.152885 -0.036763 0.904 -0.256 0.586 0.03
H 7.480928 -0.580612 1.618431 -0.210 0.040 -0.520 0.32
H 5.178735 -0.282328 2.417855 -0.003 0.142 -0.341 0.41
H 3.909852 0.384021 -1.692673 -0.270 -0.432 0.255 0.39
H 6.178319 -0.290558 -2.407385 -0.089 0.432 -0.491 0.37
Se 1.000051 3.117103 -2.505679 0.103 0.192 0.703 -0.45
C 1.033837 3.294062 -0.654752 -0.527 -1.059 2.739 0.17
N 0.932605 3.135483 0.526948 0.548 0.829 -3.511 -0.60
```
Forces are in eV/Å.

Values from the calculation:
Orbital gap   0.199 Eh
Charge   -2
ΔE to the lowest compared entry with this formula, charge and spin   0.00 kJ/mol
F_max   0.07095 hartree/bohr
LUMO   0.1425 Ha


Formula: C38H29CaN5O7S2Se
Source: OMol25
Level of theory: the ωB97M-V functional and the def2-TZVPD basis

```
83
Properties=species:S:1:pos:R:3:forces:R:3:mulliken_charge:R:1
Ca -0.374918 0.345510 0.439135 -0.503 0.406 -0.109 1.88
O 5.977592 -3.750567 1.391049 0.161 -0.006 -0.110 -0.56
C 5.835820 -2.878685 2.424713 -0.090 -0.428 0.219 0.44
O 6.613428 -2.937407 3.342575 0.103 0.124 -0.080 -0.62
C 4.650684 -1.992181 2.362487 -0.228 0.295 -0.448 1.33
C 4.094359 -1.642577 1.165747 0.326 -0.171 0.215 -1.83
C 2.848830 -0.875329 1.080808 -0.101 0.042 0.023 0.87
C 2.519549 -0.156300 2.325673 0.120 -0.105 -0.125 -0.18
C 3.090860 -0.592190 3.534236 0.191 -0.118 0.176 -0.42
C 4.117354 -1.499527 3.587293 -0.171 0.164 0.193 -1.68
N 1.569521 0.795918 2.224291 -0.186 0.229 -0.085 0.27
C 1.229933 1.604351 3.176464 0.301 -0.167 0.198 -0.62
C 0.123575 2.508924 3.045657 -0.214 0.301 0.096 0.73
C -0.161657 3.410490 4.093114 -0.009 -0.070 -0.125 -0.99
C -1.212650 4.290731 3.968528 -0.006 -0.065 -0.095 -0.20
C -1.970517 4.272075 2.800664 0.015 -0.004 -0.009 -1.02
C -1.635120 3.348636 1.820191 -0.170 0.206 0.084 -0.19
N -0.633474 2.485432 1.931761 0.092 -0.238 -0.044 0.17
H 5.212549 -3.658036 0.808116 -0.039 0.062 0.017 0.37
H 4.542321 -1.933764 0.220335 0.014 -0.013 0.011 0.54
H 2.803674 -0.243428 0.199126 0.006 0.037 -0.029 0.70
H 2.689339 -0.204440 4.464586 0.003 -0.009 -0.006 0.22
H 4.530287 -1.848902 4.522088 -0.019 0.002 0.013 0.37
H 1.749967 1.642071 4.137672 0.029 -0.061 -0.077 0.11
H 0.451783 3.393407 4.985079 0.017 -0.010 -0.005 0.36
H -1.445287 4.985040 4.767860 0.006 0.006 0.006 0.38
H -2.803590 4.944775 2.649504 -0.003 -0.005 -0.004 0.44
H -2.200238 3.285432 0.898234 -0.010 0.000 0.005 0.32
C -1.653370 -2.221557 -3.828229 -0.017 -0.057 -0.008 -0.57
C -2.508995 -1.163359 -4.085595 0.029 -0.069 0.059 -0.54
C -3.210972 -0.600797 -3.032998 -0.067 -0.085 0.103 -0.55
C -3.026288 -1.133427 -1.759325 0.174 -0.085 -0.253 0.79
N -2.199460 -2.146191 -1.506351 -0.101 -0.086 0.184 -0.51
C -1.524251 -2.665255 -2.519153 -0.077 -0.106 -0.174 -0.31
C -3.719184 -0.553753 -0.584910 -0.377 0.229 0.051 -0.07
C -5.087937 -0.299760 -0.613035 0.111 -0.033 -0.037 -0.50
C -5.687859 0.254159 0.505002 0.035 0.024 0.047 -0.52
C -4.908854 0.523782 1.617039 -0.006 -0.007 -0.082 -1.17
C -3.550324 0.246114 1.551165 -0.098 0.040 0.248 -0.24
N -2.968819 -0.260045 0.474992 0.190 -0.246 -0.088 0.46
H -1.061632 -2.672051 -4.614691 0.006 0.002 0.001 0.36
H -2.601089 -0.756243 -5.085214 -0.017 0.021 -0.004 0.42
H -3.837487 0.272825 -3.171157 -0.007 -0.085 -0.040 0.51
H -0.833166 -3.464201 -2.268315 -0.002 0.023 -0.029 0.41
H -5.660076 -0.530166 -1.501611 0.010 -0.008 -0.010 0.44
H -6.749043 0.471998 0.506214 -0.011 -0.009 -0.004 0.37
H -5.334234 0.944475 2.518086 0.014 0.004 0.009 0.40
H -2.894205 0.423427 2.395270 -0.001 -0.018 -0.003 0.50
O -2.146526 -2.160037 3.278363 0.127 0.034 0.049 -0.79
C -1.047606 -1.834610 2.815945 0.020 -0.265 0.023 -0.35
O -0.735845 -0.712066 2.329751 -0.118 -0.127 0.284 -0.19
C 0.077274 -2.886016 2.894392 -0.078 0.124 0.012 0.34
C 0.015922 -3.730037 4.001069 -0.054 -0.027 0.054 -0.71
C 0.963024 -4.711078 4.234704 -0.005 -0.019 0.026 -0.57
C 1.978767 -4.909720 3.311141 0.030 -0.030 0.007 -0.67
C 2.035555 -4.106342 2.188415 0.027 -0.032 -0.011 -0.61
C 1.125996 -3.065507 1.979287 -0.020 0.124 -0.070 0.99
S 1.391865 -2.105133 0.504802 -0.197 -0.117 -0.029 -0.19
H -0.819603 -3.590699 4.675141 0.012 0.000 0.000 0.44
H 0.895737 -5.333260 5.120121 0.001 0.003 0.000 0.36
H 2.719966 -5.686736 3.458760 -0.002 0.002 -0.002 0.37
H 2.800867 -4.272478 1.441634 0.004 0.004 -0.008 0.46
C 0.755574 3.997820 -7.028462 -0.048 -0.024 0.029 -1.41
C 0.835395 3.092359 -5.826796 0.010 -0.009 0.019 1.18
C 2.053495 2.557424 -5.417846 -0.039 0.010 0.001 -0.89
C 2.128102 1.717513 -4.315968 0.098 -0.024 -0.011 -0.71
C 0.977443 1.406124 -3.613262 -0.004 -0.049 0.215 -0.54
C -0.246433 1.921395 -4.010843 -0.159 -0.056 0.123 0.37
C -0.313193 2.762991 -5.109708 0.044 -0.010 -0.006 -0.94
S 1.079843 0.364774 -2.165811 0.343 -0.118 -0.471 1.70
O 2.197285 -0.527232 -2.404821 -0.039 0.136 -0.051 -0.75
O -0.221302 -0.282326 -2.043664 0.082 0.055 0.136 0.16
O 1.275350 1.247591 -1.006757 0.325 0.237 -0.030 -0.89
H 1.746158 4.329135 -7.341076 0.015 -0.001 -0.001 0.35
H 0.152623 4.880578 -6.810150 -0.008 0.007 -0.017 0.34
H 0.290739 3.483846 -7.873465 -0.003 0.017 -0.012 0.28
H 2.956052 2.802913 -5.967464 0.006 0.006 -0.004 0.28
H 3.070193 1.291032 -3.996729 0.006 0.006 -0.009 0.45
H -1.140352 1.666145 -3.450914 0.112 0.050 -0.100 -0.20
H -1.276770 3.172644 -5.391422 -0.007 0.006 -0.012 0.36
Se -3.904022 3.016705 -3.067943 -0.309 0.270 -0.260 -0.37
C -2.800582 2.421397 -1.778812 0.257 -0.057 0.278 0.08
N -2.067697 2.011461 -0.975803 0.147 0.019 -0.029 -0.61
```
Forces are in eV/Å.

Values from the calculation:
Orbital gap (alpha / beta)   0.191 / 0.190 Eh
Charge   -2
ΔE to the lowest compared entry with this formula, charge and spin   62.39 kJ/mol
F_max   0.01275 hartree/bohr
LUMO (alpha / beta)   0.1482 / 0.1482 Ha